No. 1
Density functional theory data (ωB97M-V/def2-TZVPD) for a cluster of 2 separate species, C2H8NPS in total at a distorted geometry.

XYZ file:
```
13
Properties=species:S:1:pos:R:3
C -1.280 0.809 -0.509
C -0.138 1.981 1.642
N 0.571 -2.343 -0.625
P 1.741 -1.323 -1.238
S -0.782 0.491 1.200
H -0.718 1.307 -1.150
H -2.253 1.371 -0.417
H -1.394 -0.306 -0.759
H 0.186 2.517 0.770
H 0.559 2.167 2.388
H 1.190 -2.852 -0.067
H 0.171 -2.998 -1.273
H 2.146 -0.819 0.037
```

Results
* LUMO energy (alpha / beta): -0.42 / 0.48 eV
* HOMO-LUMO gap (alpha / beta): 0.24119 / 0.29893 Eh
* E_HOMO (alpha / beta): -6.98 / -7.65 eV
* F_max: 0.1301 Eh/bohr
* energy relative to the best compared isomer or geometry (same formula, charge and spin): 3.653 eV

=====

No. 2
Density functional theory data (ωB97M-V/def2-TZVPD) for a structure of composition C16H35N7O7P2Y at a distorted geometry.

XYZ file:
```
68
Properties=species:S:1:pos:R:3
Y -0.378 -0.731 0.011
C -0.779 -0.835 5.930
N -1.189 -0.418 4.603
C -2.445 0.318 4.539
P -0.204 -0.333 3.301
O -0.965 -0.481 2.022
O 0.804 -1.643 3.426
P 1.089 -2.610 2.156
O 1.239 -1.791 0.913
N 2.525 -3.339 2.533
C 2.709 -4.048 3.777
C 3.472 -3.648 1.485
N -0.296 -3.543 2.072
C -0.952 -4.047 3.268
C -0.352 -4.500 0.971
N 0.815 0.994 3.246
C 1.439 1.443 4.493
C 1.601 1.272 2.040
H -0.593 0.012 6.596
H 0.118 -1.446 5.871
H -1.590 -1.415 6.380
H -2.396 1.258 5.095
H -3.233 -0.290 4.991
H -2.698 0.520 3.499
H 1.949 -3.752 4.497
H 3.697 -3.810 4.184
H 2.680 -5.133 3.628
H 3.250 -3.070 0.589
H 3.468 -4.715 1.239
H 4.480 -3.403 1.831
H -0.843 -3.342 4.086
H -0.563 -5.021 3.572
H -2.014 -4.172 3.055
H 0.257 -4.160 0.131
H -1.393 -4.593 0.653
H -0.012 -5.492 1.283
H 0.790 1.203 5.329
H 1.571 2.525 4.476
H 2.409 0.966 4.645
H 0.287 2.759 1.251
H 2.058 0.367 1.602
H 2.402 1.971 2.317
C -3.249 -1.310 -4.300
C -4.262 -1.408 -3.181
C -3.763 -2.120 -1.894
C -4.889 -2.320 -0.863
C -4.399 -2.996 0.414
C -3.225 -3.489 -2.386
O -3.953 -4.392 -2.645
N -1.845 -3.602 -2.517
C -0.940 -2.719 -2.015
O 0.217 -2.983 -1.712
N -1.389 -1.476 -1.653
C -2.670 -1.298 -1.266
O -2.813 -0.499 -0.325
H -3.648 -0.682 -5.094
H -3.042 -2.284 -4.755
H -2.297 -0.892 -3.968
H -5.151 -1.939 -3.540
H -4.601 -0.403 -2.899
H -5.681 -2.924 -1.308
H -5.310 -1.344 -0.613
H -4.106 -4.026 0.214
H -5.205 -3.014 1.143
H -3.551 -2.458 0.855
H -1.504 -4.501 -2.857
O 0.386 1.227 -0.008
N 0.783 1.885 1.042
```

Results
* total charge: +3
* LUMO energy (alpha / beta): -10.73 / -14.08 eV
* HOMO-LUMO gap (alpha / beta): 0.24459 / 0.12152 Eh
* E_HOMO (alpha / beta): -17.39 / -17.39 eV
* F_max: 0.0587 Eh/bohr
* energy relative to the best compared isomer or geometry (same formula, charge and spin): 1.256 eV

=====

No. 3
Density functional theory data (ωB97M-V/def2-TZVPD) for a structure of composition C3H2CrFO2 at a distorted geometry.

XYZ file:
```
9
Properties=species:S:1:pos:R:3
O -0.142 -1.868 0.373
C -0.437 -0.683 -0.139
O -0.585 -0.370 -1.356
C 0.570 -1.032 1.599
C -0.079 0.136 0.954
H 1.640 -1.174 1.417
H 0.241 -1.343 2.595
F 0.592 1.327 0.498
Cr -0.045 1.458 -1.414
```

Results
* total charge: +1
* LUMO energy (alpha / beta): -7.10 / -6.53 eV
* HOMO-LUMO gap (alpha / beta): 0.20774 / 0.23135 Eh
* multiplicity: 5
* E_HOMO (alpha / beta): -12.75 / -12.83 eV
* F_max: 0.0715 Eh/bohr
* energy relative to the best compared isomer or geometry (same formula, charge and spin): 1.329 eV

=====

No. 4
Density functional theory data (ωB97M-V/def2-TZVPD) for a structure of composition C5H16Ag2FO5 at a distorted geometry.

XYZ file:
```
29
Properties=species:S:1:pos:R:3
Ag 3.109 2.877 -2.546
Ag 6.108 -0.041 1.294
F 2.544 -0.138 -0.333
C 2.014 -4.905 2.275
O 2.425 -4.568 0.966
H 1.103 -5.494 2.167
H 2.608 -5.647 2.810
H 1.967 -4.127 3.037
H 2.332 -3.625 0.812
C -0.183 5.378 1.196
C -1.116 4.238 1.090
O -0.671 2.904 1.398
O 0.806 5.263 0.173
H 0.411 5.397 2.110
H -0.700 6.317 1.001
H -1.574 4.152 0.104
H -1.879 4.396 1.852
H 0.119 2.548 0.985
H 1.198 6.138 0.214
C -2.548 -2.372 -1.463
C -2.134 -1.497 -2.690
O -0.791 -1.461 -3.078
O -2.546 -3.835 -1.723
H -3.562 -2.126 -1.145
H -1.896 -2.126 -0.625
H -2.406 -0.469 -2.448
H -2.810 -1.776 -3.498
H -0.316 -1.345 -2.252
H -1.612 -4.057 -1.681
```

Results
* total charge: +1
* LUMO energy: -6.74 eV
* HOMO-LUMO gap: 0.16629 Eh
* E_HOMO: -11.26 eV
* F_max: 0.0430 Eh/bohr
* energy relative to the best compared isomer or geometry (same formula, charge and spin): 5.979 eV